1.
# C9H12BrN2

A molecular structure, C9H12BrN2 at a distorted geometry (the ωB97M-V functional and the def2-TZVPD basis, OMol25).

Values from the calculation:
Total charge: +1
Multiplicity: 1
HOMO (Eh): -0.4382
Gap between HOMO and LUMO (eV): 8.40

XYZ file:
```
24
C9H12BrN2 the ωB97M-V functional and the def2-TZVPD basis
C 1.548 -0.678 0.302
C -0.706 -1.797 0.074
H 1.387 -0.530 -1.749
C -2.720 2.058 0.562
H 1.939 0.337 0.926
H -0.927 -1.075 -1.983
H 0.698 1.664 -1.906
H 2.371 -1.262 0.175
H 1.632 1.911 -0.379
N 0.962 -0.116 -0.909
C 0.763 1.361 -0.839
H -1.613 -1.863 0.757
H 0.682 -2.252 1.560
C -0.594 1.661 -0.226
H -1.025 3.560 0.720
C -0.842 -0.668 -0.898
Br -4.134 -0.353 -0.269
H 0.023 -0.699 1.849
N -1.385 0.570 -0.496
H -3.532 2.546 1.148
H -0.322 -2.684 -0.577
C -2.657 0.768 0.023
C -1.372 2.537 0.529
C 0.349 -1.328 1.070
```


2.
# F2Li4Sr2

A molecular structure, F2Li4Sr2 at a distorted geometry (the ωB97M-V functional and the def2-TZVPD basis, OMol25).

Values from the calculation:
Total charge: +6
Multiplicity: 1
HOMO (Eh): -1.2433
Gap between HOMO and LUMO (eV): 8.08

XYZ file:
```
8
F2Li4Sr2 the ωB97M-V functional and the def2-TZVPD basis
Sr 1.526 2.369 -0.913
Sr 2.101 -1.363 -0.553
F 0.313 0.256 0.149
Li -0.967 -2.222 0.837
Li -1.770 2.321 0.417
Li -0.789 -0.705 -1.774
F -0.311 -2.463 -0.987
Li -0.103 1.807 2.825
```